Here is C7H22FO6S4Si2 as an isolated structure from the OMol25 dataset. Energies are from ωB97M-V with the def2-TZVPD basis set.

Last column: natural (NBO) charge in e.
Atoms and positions in Å:
S  0.07992  -3.70272  -1.42340  1.248
S  2.11210  1.80274  4.42579  1.264
S  -3.58124  1.33383  -0.49241  -0.502
S  -2.10059  0.64815  -4.81907  1.252
Si  -1.73400  0.76982  0.41394  1.816
Si  1.08778  0.73189  -0.26169  1.252
F  -1.96347  -0.81705  0.63514  -0.666
O  -0.53279  1.00179  -0.64713  -1.261
O  0.70248  1.33651  4.52971  -0.996
O  -3.06221  1.71476  -4.44034  -0.988
O  1.21080  3.03893  1.05829  -0.796
O  3.14365  2.47770  0.01346  -0.751
O  0.04757  -2.24378  -1.67509  -0.983
C  2.07045  3.52733  3.96619  -0.860
C  2.66753  2.04028  6.12599  -0.832
C  -1.96946  -0.51978  -3.46627  -0.837
C  -3.00756  -0.45564  -5.91903  -0.832
C  -0.46388  -3.91349  0.27562  -0.832
C  1.94936  2.32756  0.32983  0.432
C  1.80323  -4.12502  -1.13062  -0.833
H  -1.51404  -3.63118  0.31298  0.249
H  -2.97150  -0.81934  -3.15605  0.221
H  0.11408  -3.24517  0.91346  0.246
H  2.72112  1.05889  6.59374  0.224
H  -3.22590  0.09691  -6.83082  0.227
H  1.71074  3.55114  2.93077  0.320
H  -1.44320  -0.04592  -2.64049  0.276
H  1.08282  -0.22178  0.88810  -0.237
H  1.72266  0.10328  -1.44163  -0.215
H  -2.39260  -1.32570  -6.15021  0.218
H  -1.39331  -1.37903  -3.80818  0.232
H  2.33222  -3.99315  -2.07229  0.236
H  -1.50973  1.41580  1.70379  -0.206
H  1.87570  -5.16295  -0.80432  0.217
H  2.20815  -3.44642  -0.38026  0.241
H  -0.34161  -4.95516  0.57476  0.214
H  1.94710  2.66635  6.65329  0.220
H  3.65463  2.50379  6.12207  0.216
H  1.39455  4.05572  4.64076  0.209
H  -3.93598  -0.75408  -5.43187  0.224
H  -3.57706  2.62062  -0.13299  0.159
H  3.08152  3.93359  4.01651  0.215

Forces on the atoms, in the same order (eV/Å):
0.0012 -0.0106 0.2147
-0.0137 -0.0620 -0.0889
-0.2894 -0.1671 -0.0205
0.0646 -0.0228 -0.0334
-0.0974 0.0291 -0.3265
0.3523 0.2120 -0.0757
0.0718 0.2085 0.0336
-0.0553 -0.2944 0.3874
-0.0573 -0.0430 0.1165
-0.0801 0.0233 0.0084
-0.0017 0.1017 0.0047
0.0717 0.0552 0.1024
-0.0576 0.1014 -0.2689
-0.0561 0.0365 -0.0225
0.0646 0.0418 0.0150
-0.0705 0.0066 -0.0012
0.0378 -0.0550 -0.0433
-0.0250 -0.0774 0.0341
-0.1013 -0.0802 -0.0866
0.0399 -0.0394 0.0160
0.0104 0.0288 -0.0042
-0.0041 0.0312 0.0130
-0.0044 0.0309 -0.0223
-0.0099 -0.0037 -0.0032
0.0000 0.0135 0.0090
0.0384 0.0318 -0.0111
0.0241 0.0394 -0.0342
0.0003 -0.1374 -0.0958
-0.0808 -0.0382 0.0133
-0.0120 -0.0023 -0.0099
0.0447 0.0079 0.0556
-0.0039 0.0059 -0.0024
0.0068 -0.0627 0.0739
0.0086 0.0025 -0.0038
-0.0168 0.0226 -0.0059
-0.0063 0.0033 0.0061
-0.0162 -0.0025 -0.0257
0.0008 -0.0047 0.0156
0.0039 -0.0192 0.0137
0.0027 0.0168 0.0174
0.2087 0.0829 0.0490
0.0065 -0.0111 -0.0135

Spin multiplicity   1
Net charge   -1
Frontier orbital gap   6.27 eV